Entry 1:
Entry from OMol25: C15H33NO8S3 as an isolated structure (wB97M-V/def2-TZVPD).

Results
**Total charge**: 0
**HOMO-LUMO gap**: 8.5 eV
**Relative energy (zero: lowest compared OMol25 entry of this formula, charge and spin)**: 27.1 kcal per mole
**Spin multiplicity**: 1
**Calculated total energy**: -2442.20487 Eh
**E_HOMO**: -8.1 eV

Last column: natural (NBO) charge in e.
CARTESIAN COORDINATES (ANGSTROEM)
C 0.467461 -0.883616 0.168147  -0.75
C 1.927461 -1.091238 0.343342  0.72
O 2.283778 -1.567620 1.419741  -0.54
N 2.878924 -0.872955 -0.777564  -0.65
H 2.300315 -1.025147 -1.613641  0.52
H 2.881423 0.188858 -1.003884  0.49
C 4.228130 -1.354320 -0.781180  -0.44
H 0.171261 0.191285 0.154921  0.26
H -0.066801 -1.159043 1.236791  0.27
H -0.008399 -1.478870 -0.715549  0.28
H 4.866641 -1.579124 -1.586528  0.25
H 3.986341 -2.301689 -0.304049  0.23
H 4.751240 -1.166687 0.011069  0.22
O 1.557224 -1.482399 -2.849358  -1.29
H 0.952811 -1.402478 -3.510190  0.42
C -0.772227 2.980777 -0.964685  -0.43
C -0.890625 3.166634 -2.444253  -0.36
C 0.343146 2.609520 -3.003397  -0.72
S 1.587739 3.017673 -1.936637  2.16
O 1.991724 4.343545 -2.473691  -0.92
O 2.434242 1.891161 -1.521705  -0.97
C 0.584424 3.332802 -0.464683  -0.65
H -0.835324 1.961336 -0.797875  0.22
H -1.529102 3.510593 -0.225802  0.23
H -0.744319 4.401532 -2.763776  0.19
H -1.730926 2.902685 -2.919687  0.23
H 0.593960 3.033533 -4.001946  0.28
H 0.257671 1.496707 -2.935870  0.25
H 0.471386 4.388258 -0.263461  0.24
H 1.163495 2.814179 0.431857  0.27
C -0.670177 -0.417347 6.346636  -0.38
C -0.212428 -1.437632 5.395932  -0.45
C 0.894547 -0.872612 4.655704  -0.71
S 0.250015 0.587577 4.146576  2.29
O -0.355785 0.393470 2.931500  -0.97
O 1.263894 1.567768 4.193461  -0.98
C -0.845128 0.910765 5.429034  -0.74
H 0.147030 -0.236456 7.153009  0.22
H -1.558655 -0.976681 6.853565  0.24
H -0.897005 -1.878240 4.838209  0.22
H 0.192389 -2.298392 6.000008  0.22
H 1.143466 -1.298302 3.663812  0.29
H 1.901384 -0.448286 5.375881  0.25
H -1.820855 1.030207 4.996696  0.25
H -0.625104 1.775778 6.043288  0.26
C -1.849959 -1.964749 -3.974648  -0.43
C -1.884158 -2.855629 -2.696847  -0.40
C -2.976011 -2.406107 -1.893708  -0.70
S -3.131737 -0.710619 -2.054806  2.22
O -2.439888 -0.249338 -0.865940  -0.98
O -4.412955 -0.245217 -2.409372  -0.93
C -2.040986 -0.573898 -3.437628  -0.72
H -2.414355 -2.323182 -4.869254  0.23
H -0.789839 -1.941512 -4.349393  0.24
H -0.960284 -2.530007 -2.081052  0.23
H -1.859200 -3.963854 -2.789708  0.23
H -2.907574 -2.790745 -0.839247  0.26
H -3.776272 -2.715801 -2.301887  0.21
H -0.988549 -0.044688 -3.079729  0.27
H -2.478894 0.047835 -4.286551  0.26

Cartesian forces, eV/Å:
C -2.92 -0.25 1.03
C 0.49 -1.94 2.95
O 0.82 0.99 -2.38
N -0.63 5.22 0.15
H -1.35 -1.67 -2.96
H -0.21 -1.11 0.85
C -3.07 -4.61 -0.26
H 0.39 -0.64 -0.69
H 1.59 0.26 -2.93
H 1.20 1.39 1.54
H -0.33 0.53 -1.80
H 0.40 -1.49 -0.78
H 3.17 3.23 4.49
O 2.66 -0.23 3.49
H -2.38 0.50 -2.77
C -2.49 0.82 2.86
C 2.92 6.85 0.79
C -0.41 -3.11 -2.39
S 1.47 3.20 2.03
O 0.87 -2.22 0.89
O 0.12 1.01 -1.20
C 2.05 0.35 0.85
H -1.00 -2.37 0.39
H 1.06 -1.14 -1.99
H -0.80 -3.04 1.22
H -3.17 -1.38 -1.38
H -0.05 -0.85 0.67
H 0.37 0.54 -0.70
H 1.11 0.48 -0.03
H -1.91 0.75 -1.83
C -1.29 0.53 1.71
C 4.29 -2.36 4.22
C 4.43 0.62 0.44
S 2.80 2.84 2.41
O -3.53 -0.88 -4.79
O 1.79 2.06 0.04
C -1.45 -1.47 2.92
H -1.47 -0.14 -1.39
H 0.99 2.11 -0.55
H -3.49 -1.45 -2.85
H -0.40 0.49 -0.42
H 0.59 -0.42 0.90
H -2.94 -1.92 -2.18
H -0.63 -0.17 -0.03
H 0.36 0.24 -0.44
C 2.66 -1.48 -0.42
C 4.17 -0.12 -0.47
C 1.86 -0.04 4.25
S 3.07 0.96 1.83
O -0.32 1.11 -0.12
O -1.98 0.45 -0.29
C 1.49 2.83 -1.69
H -0.30 0.59 1.07
H -0.91 -0.47 0.18
H -0.79 -0.89 -1.37
H 0.03 0.85 -0.31
H -0.26 0.95 -0.89
H -6.34 -2.82 -2.63
H -2.76 -1.70 -0.75
H 0.36 -0.34 1.50

=====

Entry 2:
Entry from OMol25: a 5-piece molecular cluster, C15H33O8P overall (wB97M-V/def2-TZVPD).

Results
**Total charge**: 0
**SMILES string**: COP(=O)(OC)OC.CC(C)=O.CC(C)=O.CC(C)=O.CC(C)=O
**HOMO-LUMO gap**: 9.7 eV
**Relative energy (zero: lowest compared OMol25 entry of this formula, charge and spin)**: 0.0 kcal per mole
**Spin multiplicity**: 1
**Calculated total energy**: -1534.46433 Eh
**E_HOMO**: -9.3 eV

Last column: natural (NBO) charge in e.
CARTESIAN COORDINATES (ANGSTROEM)
C 0.608095 -3.555422 -5.763745  -0.26
O -0.111049 -2.364443 -5.721991  -0.79
P 0.176491 -1.374813 -4.511885  2.55
O 1.602837 -0.822744 -4.726727  -1.13
O -0.870069 -0.169540 -4.583707  -0.83
C -0.417677 1.098273 -5.110327  -0.23
O 0.038095 -2.044423 -3.077156  -0.81
C -0.371597 -1.212249 -1.965422  -0.26
H 0.376644 -4.181690 -4.973881  0.18
H 1.730761 -3.248089 -5.670127  0.20
H 0.442333 -4.191092 -6.553118  0.19
H 0.588671 1.497207 -4.545071  0.20
H -1.078571 1.793216 -4.902501  0.18
H -0.188722 1.061284 -6.189876  0.20
H 0.335396 -0.317446 -1.849316  0.20
H -0.443671 -1.891855 -1.105699  0.21
H -1.244559 -0.674548 -2.070370  0.19
C 2.582001 2.375038 1.848937  -0.74
C 2.897663 2.455211 0.437238  0.57
C 2.142209 1.555691 -0.564283  -0.72
O 3.762021 3.187361 -0.046308  -0.54
H 3.478598 2.662776 2.580385  0.24
H 2.330526 1.412408 2.306711  0.23
H 1.664556 3.073955 1.997721  0.26
H 1.959261 0.577469 0.003094  0.20
H 2.752727 1.315993 -1.570585  0.26
H 1.188785 1.956304 -0.721398  0.24
C -0.971949 0.082448 2.955176  -0.72
C -2.109753 0.755074 2.196039  0.61
C -2.151750 0.493891 0.683895  -0.73
O -2.838892 1.555987 2.876231  -0.57
H -1.133947 -0.914447 3.373153  0.25
H -0.688326 0.707671 3.703734  0.23
H -0.116910 0.099051 2.324099  0.22
H -3.147492 0.436884 0.321337  0.24
H -1.877951 -0.485862 0.688176  0.22
H -1.451372 1.275476 0.202501  0.26
C 1.951953 -4.273995 3.178897  -0.71
C 0.350437 -4.152494 2.906767  0.63
C -0.504383 -5.420709 3.277488  -0.72
O -0.128333 -3.270218 2.228404  -0.55
H 2.289726 -4.013040 2.285279  0.22
H 2.418827 -5.266372 3.512513  0.22
H 2.264056 -3.539225 3.931090  0.23
H 0.072646 -6.156675 2.902253  0.22
H -1.449342 -5.646317 2.770074  0.23
H -0.536260 -5.705243 4.250322  0.23
C -2.685038 4.272900 0.811979  -0.76
C -1.195314 4.105147 1.285687  0.62
C -0.698672 4.463735 2.702061  -0.68
O -0.437096 3.693349 0.555208  -0.56
H -3.255627 3.348725 1.092527  0.27
H -2.735907 4.604064 -0.317844  0.23
H -3.051289 5.321250 1.128609  0.23
H -0.841103 5.588576 2.865201  0.23
H 0.159890 4.166035 2.905099  0.19
H -1.432589 3.900503 3.453453  0.24

Cartesian forces, eV/Å:
C 4.14 1.60 1.33
O -2.36 0.61 0.70
P 5.66 3.20 -1.21
O -3.24 -1.41 0.85
O -0.14 -0.70 -0.09
C 6.07 -1.90 0.10
O -1.49 0.14 -0.70
C 2.86 0.34 0.75
H -0.47 -0.98 2.22
H -1.77 -0.93 -0.40
H -0.63 -0.46 -2.70
H -2.29 -1.43 -1.42
H -3.80 3.00 0.91
H -0.19 -0.23 0.58
H -0.19 -1.72 0.21
H 0.36 0.51 -0.21
H -2.52 0.36 -0.88
C 0.10 1.47 4.05
C 1.90 0.04 -3.86
C 2.35 -2.54 0.40
O -1.00 -0.55 1.36
H -1.84 0.17 -1.95
H -0.40 -0.16 -0.89
H 1.63 -1.09 -0.01
H 0.21 0.97 -1.00
H -1.47 0.89 2.46
H -1.48 0.77 -0.63
C -0.90 -0.85 -1.81
C -1.82 2.64 2.96
C 0.16 3.10 1.66
O 2.04 -2.67 -3.12
H -0.25 0.06 -0.47
H 0.35 1.82 2.59
H 0.83 -0.67 -0.89
H -0.98 0.92 -0.52
H 1.79 -2.75 -0.89
H -1.12 -1.55 0.40
C -2.62 -1.41 4.00
C -0.39 -1.64 -0.02
C -0.45 2.65 -2.16
O 0.95 -0.27 0.82
H 2.00 1.19 -3.84
H -1.31 1.18 -0.58
H -0.21 0.02 -0.26
H 2.37 -2.73 -1.50
H -0.09 1.18 0.21
H -0.27 -0.12 3.30
C 0.23 2.77 -0.96
C -5.17 2.94 4.71
C -11.01 2.87 -0.07
O 5.79 -3.43 -5.74
H 0.11 1.31 -0.22
H 0.56 -1.80 1.75
H -0.08 -2.03 0.79
H 0.25 -1.57 -0.06
H 7.88 -2.48 1.29
H 1.33 1.37 -1.38

=====

Entry 3:
Entry from OMol25: a 5-piece molecular cluster, C15H34B2NO9 overall (wB97M-V/def2-TZVPD).

Results
**Total charge**: -1
**HOMO-LUMO gap**: 6.8 eV
**Spin multiplicity**: 1
**Calculated total energy**: -1373.62439 Eh
**E_HOMO**: -4.2 eV

Last column: natural (NBO) charge in e.
CARTESIAN COORDINATES (ANGSTROEM)
C 2.941112 -0.892641 2.813127  -0.64
C 1.944831 -1.724082 1.963768  -0.06
O 0.732359 -1.018355 1.770863  -0.57
C 0.215021 -1.078091 0.439073  0.58
C 0.186880 -2.421203 -0.287041  -0.13
O 0.018502 -3.582373 0.548671  -0.55
C -1.248175 -3.642421 1.109478  0.38
C -2.353784 -4.043782 0.406667  -0.28
C -3.572689 -4.026850 1.046187  -0.21
C -3.710695 -3.611964 2.335348  -0.23
C -2.588709 -3.224708 3.049000  -0.21
C -1.374370 -3.243719 2.418292  -0.25
O -1.100352 -0.615634 0.616841  -0.76
B -1.510485 0.232830 -0.547661  0.43
O -0.285386 0.226826 -1.384354  -0.75
C 0.752433 0.153399 -0.429853  -0.32
B 2.253749 0.157958 -0.957594  1.07
N 3.203839 0.955328 -0.187489  -1.11
O 2.711749 -0.514171 -2.093215  -0.92
H 3.537444 -1.605529 3.390818  0.19
H 2.402665 -0.185949 3.444779  0.21
H 3.624036 -0.390978 2.122151  0.22
H 2.461011 -2.010963 1.040486  0.17
H 1.724558 -2.635499 2.538163  0.16
H 1.115225 -2.576781 -0.854627  0.15
H -0.613329 -2.429129 -1.030871  0.23
H -2.250999 -4.348967 -0.629096  0.22
H -4.458358 -4.319386 0.488220  0.20
H -4.668760 -3.565126 2.843342  0.20
H -2.638775 -2.869956 4.072482  0.20
H -0.487847 -2.923677 2.950565  0.22
H -1.861008 1.347600 -0.136372  -0.16
H -2.494482 -0.146208 -1.178733  -0.14
H 0.550280 0.967501 0.279675  0.20
H 2.697133 1.304101 0.613352  0.37
H 3.420634 1.795880 -0.719054  0.39
H 2.447217 -1.436806 -2.007520  0.49
C -0.104389 2.552604 3.114819  -0.25
O -1.212298 1.846256 3.642899  -0.74
H 0.052201 3.452552 3.709979  0.16
H 0.795164 1.927547 3.158775  0.16
H -0.306425 2.831505 2.075844  0.18
H -1.328391 1.057398 3.095131  0.49
C 1.104924 4.330772 -0.315381  -0.24
O 1.587137 3.097124 0.211896  -0.73
H 1.088984 4.253762 -1.398938  0.19
H 0.091570 4.522315 0.043616  0.18
H 1.763122 5.154802 -0.021723  0.15
H 1.594852 3.177082 1.170906  0.46
C -1.057279 4.630304 -3.795783  -0.25
O -1.156267 5.559671 -2.719435  -0.72
H -0.432735 3.801776 -3.471279  0.20
H -2.045372 4.247504 -4.061319  0.17
H -0.600663 5.105051 -4.669744  0.15
H -1.711670 6.285990 -3.013019  0.46
C 0.323896 -1.768859 -4.613253  -0.25
O -0.901763 -1.886245 -3.909838  -0.73
H 0.678412 -2.771738 -4.849316  0.16
H 0.181496 -1.212478 -5.546126  0.15
H 1.069314 -1.259013 -3.996233  0.18
H -1.196294 -0.992157 -3.700347  0.49

Cartesian forces, eV/Å:
C -0.11 -0.62 -0.98
C 0.38 0.14 1.20
O 0.89 -0.84 -0.74
C -1.75 2.61 0.45
C 0.50 -0.59 -0.30
O -0.12 0.18 -0.10
C 0.77 0.34 -0.03
C 0.33 -0.23 -0.57
C -1.05 -0.40 -1.07
C -0.32 0.34 1.40
C -0.09 0.05 0.11
C 0.79 0.12 0.81
O -0.10 -0.92 0.22
B -0.51 0.18 -0.06
O 0.52 0.30 -0.82
C -0.56 -1.64 0.28
B -0.06 0.35 0.26
N -0.31 -0.31 -0.54
O 0.16 -0.05 0.57
H -0.05 0.29 0.24
H 0.14 -0.09 0.08
H -0.10 0.35 0.31
H -0.34 0.00 -0.08
H -0.02 -0.07 -0.35
H 0.00 -0.23 0.29
H 0.04 0.48 0.09
H -0.08 0.05 0.05
H 0.08 -0.01 0.03
H -0.08 -0.11 -0.30
H -0.17 -0.07 -0.05
H 0.00 0.07 -0.13
H 0.39 0.29 0.16
H 0.10 -0.51 -0.18
H 0.66 -0.01 0.10
H 0.07 0.12 -0.03
H 0.55 -0.17 0.09
H -0.33 0.12 -0.50
C -0.22 -0.31 -0.15
O 0.06 -0.04 0.11
H -0.07 -0.03 0.06
H 0.11 0.12 -0.08
H 0.12 0.04 -0.02
H -0.03 0.04 -0.09
C -0.04 -0.13 0.38
O 0.05 0.73 -0.09
H -0.02 -0.06 0.01
H -0.04 0.11 -0.16
H -0.06 0.09 -0.10
H -0.10 -0.03 -0.02
C -0.13 0.23 0.05
O 0.13 -0.03 -0.02
H -0.04 0.01 0.07
H 0.06 -0.12 -0.06
H 0.01 -0.11 -0.06
H -0.01 0.00 0.06
C -0.18 0.22 0.26
O -0.04 -0.11 -0.31
H -0.06 -0.02 0.00
H 0.16 -0.04 -0.06
H 0.07 0.02 -0.12
H 0.05 -0.08 0.44

=====

Entry 4:
Entry from OMol25: a 4-piece molecular cluster, C15H34BNO5P overall (wB97M-V/def2-TZVPD).

Results
**Total charge**: -1
**HOMO-LUMO gap**: 5.6 eV
**Spin multiplicity**: 1
**Calculated total energy**: -1389.00821 Eh
**E_HOMO**: -3.2 eV

Last column: natural (NBO) charge in e.
CARTESIAN COORDINATES (ANGSTROEM)
C -2.660977 2.538298 3.971294  -0.66
C -3.312249 1.111864 3.428656  0.08
C -3.012530 -0.271156 4.258493  -0.10
O -2.127615 -1.138060 3.412242  -0.73
B -1.394991 -0.165491 2.577827  0.30
P -0.781175 -0.651677 0.830077  1.06
N -1.987565 -0.692004 -0.294641  -1.35
O -2.459893 0.836226 2.252446  -0.74
H -1.643425 2.773028 3.400600  0.24
H -2.520842 2.475417 5.131825  0.19
H -3.405822 3.413559 3.664209  0.19
H -4.473715 1.124596 3.279160  0.16
H -2.706547 -0.087528 5.372761  0.15
H -4.046700 -0.866162 4.255538  0.16
H -0.653776 0.457098 3.249737  -0.14
H -0.146211 -1.972744 0.814799  -0.08
H 0.160405 0.353825 0.392317  -0.06
H -1.761152 0.030367 -1.027805  0.33
C -3.294093 6.721287 0.011028  -0.43
C -4.116253 5.459340 0.058726  -0.43
C -3.707610 4.865065 1.388947  -0.07
O -3.379677 5.962709 2.251943  -0.54
C -3.296754 7.155879 1.460299  -0.07
H -3.695619 7.482254 -0.662904  0.21
H -2.271341 6.486136 -0.306811  0.20
H -5.182980 5.712180 0.074410  0.19
H -3.936886 4.785403 -0.782790  0.22
H -2.813415 4.240958 1.287595  0.19
H -4.502265 4.265252 1.841948  0.19
H -4.174881 7.769736 1.688567  0.15
H -2.398465 7.717063 1.732035  0.18
C 4.426657 -1.911611 -0.846343  -0.43
C 3.769749 -1.283848 -2.048475  -0.44
C 2.302509 -1.369583 -1.688616  -0.06
O 2.219297 -1.289462 -0.259007  -0.53
C 3.538847 -1.437390 0.283336  -0.07
H 5.472729 -1.622995 -0.716293  0.21
H 4.379106 -3.004214 -0.925686  0.19
H 4.073485 -0.233585 -2.130752  0.19
H 4.007815 -1.783515 -2.990904  0.24
H 1.873507 -2.329491 -1.995042  0.17
H 1.713101 -0.564805 -2.137382  0.19
H 3.858948 -0.457787 0.654748  0.16
H 3.516319 -2.138365 1.122274  0.18
C 2.369924 -6.007533 -3.608585  -0.43
C 3.785836 -5.991526 -3.093156  -0.43
C 4.316470 -4.694899 -3.664841  -0.07
O 3.202528 -3.796810 -3.763301  -0.55
C 1.995745 -4.542596 -3.551859  -0.07
H 1.697279 -6.642142 -3.026090  0.22
H 2.357242 -6.356583 -4.647981  0.20
H 3.781153 -5.942674 -1.997862  0.20
H 4.373390 -6.862575 -3.394103  0.21
H 4.718728 -4.840155 -4.673034  0.16
H 5.095043 -4.248591 -3.039465  0.18
H 1.604070 -4.271306 -2.565440  0.18
H 1.255542 -4.268676 -4.308666  0.19

Cartesian forces, eV/Å:
C -0.98 0.00 -0.13
C 3.11 -0.75 -0.47
C -1.60 -1.09 -0.65
O -0.97 1.33 1.88
B -2.23 1.01 1.31
P -1.56 -0.52 -2.41
N 1.41 0.79 -0.40
O -2.39 0.88 0.13
H -2.22 -0.90 1.44
H -0.19 0.47 -2.07
H 1.56 -1.75 1.02
H 2.19 0.41 -0.33
H 0.02 -0.45 -2.00
H 2.09 1.19 0.38
H 1.66 0.21 0.52
H 0.20 1.02 0.28
H 0.10 -0.80 0.60
H -0.36 -1.02 1.00
C 0.47 0.27 -0.37
C -0.55 -0.22 -0.23
C 0.27 -0.47 0.18
O -0.05 0.36 -0.37
C -0.10 0.00 0.48
H 0.05 -0.03 0.07
H -0.11 0.06 0.02
H 0.07 -0.05 -0.04
H -0.02 0.04 0.15
H -0.16 -0.11 -0.01
H 0.16 0.08 0.02
H 0.01 0.13 -0.05
H -0.06 -0.08 0.09
C 0.35 -0.43 0.12
C 0.23 0.45 -0.56
C -0.44 -0.13 0.02
O 0.69 -0.12 -0.19
C -0.35 0.24 0.27
H -0.07 -0.03 0.03
H 0.02 0.05 0.01
H -0.03 -0.05 0.03
H -0.14 0.10 0.19
H 0.03 0.18 -0.08
H -0.04 -0.09 0.16
H 0.10 -0.03 0.07
H -0.13 0.09 -0.02
C -0.37 -0.36 -0.40
C 0.34 -0.23 0.51
C 0.14 0.34 -0.26
O 0.08 -0.55 -0.03
C -0.29 0.33 0.19
H 0.05 0.11 -0.07
H -0.04 0.01 0.10
H 0.04 -0.02 -0.11
H -0.03 0.11 0.03
H 0.11 -0.05 0.01
H -0.09 0.09 -0.07
H -0.11 -0.11 -0.09
H 0.12 0.09 0.08